1.
The following is a quantum chemistry calculation of a cluster of 13 separate species, C4H35N2O15 in total, from OMol25.

Spin multiplicity: 1
Highest occupied orbital energy, eV: -5.78
Net charge: -1
E_LUMO, Eh: 0.09697
ΔE to the lowest compared entry with this formula, charge and spin, kcal per mole: 80.6
Kohn-Sham gap, eV: 8.422

Last column: Mulliken charge in e.
Positions of all 56 atoms, in Å:
C  0.579  0.106  0.407  0.0095
C  -0.184  -1.242  0.203  2.9293
C  -1.336  -1.325  1.236  -0.8712
O  -1.664  -2.601  1.691  -0.6436
N  0.094  1.282  -0.421  0.9186
C  0.804  1.441  -1.713  0.2086
N  1.351  2.788  -1.660  -0.4230
O  0.006  1.068  -2.693  -0.9089
H  0.353  0.408  1.453  -0.0681
H  1.594  -0.049  0.380  -0.7766
H  -0.620  -1.254  -0.850  -1.7170
H  0.495  -2.068  0.296  0.7718
H  -1.081  -0.750  2.148  0.5896
H  -2.204  -0.865  0.743  0.0535
H  -0.836  1.055  -0.659  -0.6493
H  0.826  3.246  -2.411  0.3352
H  2.386  2.874  -1.746  0.2385
H  -2.121  1.296  2.413  0.3978
H  -1.029  2.264  2.365  0.3763
O  -1.484  1.674  3.004  -0.7612
H  -2.728  2.093  0.256  0.4434
H  -3.075  0.554  0.369  0.1697
O  -3.026  1.372  0.787  -0.8475
H  2.210  -3.285  1.048  0.3092
H  2.911  -1.876  1.232  0.3588
O  2.552  -2.648  1.661  -0.7308
H  -1.400  -3.318  1.101  0.4258
H  -1.195  -2.619  -1.660  0.3254
O  -0.551  -3.342  -1.405  -0.7420
H  0.112  0.965  3.629  0.3600
H  1.049  -0.095  3.425  0.4583
O  1.050  0.848  3.522  -0.7121
H  -2.191  0.416  -1.936  0.3807
H  -3.678  0.809  -1.680  0.3671
O  -3.073  0.013  -1.946  -0.6696
H  1.127  -1.935  -3.211  0.3619
H  1.541  -0.317  -1.996  0.1496
O  1.938  0.483  -1.780  -0.7737
H  -1.651  2.941  -1.695  0.3729
H  -1.426  3.361  -0.270  0.4388
O  -2.162  3.239  -0.927  -0.7824
H  -1.704  -1.225  -3.622  0.2318
H  -0.667  -0.257  -2.702  -0.0237
O  -1.040  -1.233  -2.945  -0.7441
H  2.485  -2.257  -2.559  0.3072
H  0.106  -3.202  -2.001  0.4302
O  1.675  -2.658  -2.854  -0.7535
H  3.210  -0.219  -0.728  0.4559
H  3.874  0.060  0.602  0.2793
O  3.811  -0.628  0.025  -0.7844
H  0.687  3.240  2.172  0.3378
H  0.616  3.537  0.773  0.3510
O  0.274  3.839  1.582  -0.7644
H  0.101  -2.188  3.191  0.2835
H  1.507  -2.027  2.809  0.5144
O  0.804  -1.792  3.545  -0.7940

2.
The following is a quantum chemistry calculation of a cluster of 8 separate species, C33H65Cl14O5P in total, from OMol25.

Spin multiplicity: 1
Highest occupied orbital energy, eV: -10.05
Net charge: 0
E_LUMO, Eh: 0.01043
SMILES: CCCCCCCCCCCCCC[C@@H]1CC(=O)O[C@@H]1CP(=O)(O)O.ClCCCl.ClCCCl.ClCCCl.ClCCCl.ClCCCl.ClCCCl.ClCCCl
Kohn-Sham gap, eV: 10.330

Last column: Mulliken charge in e.
Positions of all 118 atoms, in Å:
C  -2.505  1.029  -9.055  -1.2829
C  -3.160  -0.101  -8.259  0.6688
C  -3.280  0.210  -6.762  -0.7306
C  -3.126  -1.009  -5.831  -0.6184
C  -1.995  -0.886  -4.798  -0.5986
C  -2.316  -1.488  -3.430  -0.6443
C  -1.373  -1.003  -2.322  -0.8591
C  -1.031  -2.081  -1.294  -0.6180
C  -0.436  -1.518  0.008  -0.1381
C  0.875  -2.171  0.476  -0.7463
C  1.852  -1.204  1.158  -0.5833
C  1.705  -1.151  2.677  -0.5422
C  2.859  -0.427  3.380  0.3612
C  3.176  -0.942  4.798  -1.1389
C  3.007  0.078  5.931  -0.1518
C  2.717  1.555  5.633  -0.3860
C  2.904  2.168  7.000  -0.1216
O  2.434  3.144  7.487  -0.6568
O  3.739  1.357  7.723  -0.2043
C  4.181  0.270  6.898  -0.0454
C  5.514  0.544  6.161  -0.9217
P  6.466  1.952  6.708  0.6081
O  5.831  3.266  6.842  -0.6482
O  7.041  1.369  8.092  -0.5468
O  7.669  1.951  5.650  -0.4940
H  -2.790  2.008  -8.662  0.3504
H  -2.788  1.001  -10.108  0.3750
H  -1.420  0.949  -8.987  0.1227
H  -4.138  -0.318  -8.683  0.0675
H  -2.572  -1.010  -8.394  -0.2007
H  -4.251  0.677  -6.584  0.1308
H  -2.522  0.955  -6.504  0.4331
H  -4.064  -1.205  -5.303  0.4745
H  -2.952  -1.893  -6.451  0.3398
H  -1.744  0.169  -4.659  0.4191
H  -1.097  -1.374  -5.190  0.0725
H  -2.273  -2.580  -3.482  0.3115
H  -3.345  -1.218  -3.176  0.4319
H  -0.446  -0.631  -2.770  0.3539
H  -1.826  -0.152  -1.804  0.3741
H  -1.920  -2.681  -1.089  0.1442
H  -0.311  -2.775  -1.742  0.3591
H  -0.272  -0.442  -0.111  0.0453
H  -1.175  -1.618  0.808  0.2911
H  0.636  -2.959  1.195  0.1351
H  1.367  -2.651  -0.373  0.4781
H  1.685  -0.194  0.768  0.1290
H  2.883  -1.464  0.902  0.4489
H  1.563  -2.158  3.082  0.4574
H  0.794  -0.595  2.907  -0.1802
H  2.611  0.635  3.422  -0.3843
H  3.751  -0.494  2.752  0.3620
H  2.531  -1.792  5.022  0.5042
H  4.193  -1.342  4.816  0.3994
H  2.185  -0.223  6.592  0.5389
H  1.748  1.787  5.202  0.5117
H  3.484  2.009  4.993  0.3336
H  4.347  -0.581  7.554  0.6093
H  5.396  0.666  5.082  0.4164
H  6.141  -0.338  6.303  0.5469
H  7.506  2.070  8.572  0.3031
H  8.075  2.828  5.616  0.3659
Cl  -4.783  -1.833  -11.646  -0.1306
C  -3.335  -2.666  -12.272  -0.5583
C  -2.921  -3.838  -11.416  -0.4513
Cl  -2.249  -3.334  -9.844  -0.1439
H  -2.537  -1.933  -12.349  0.3120
H  -3.590  -3.025  -13.267  0.3539
H  -2.137  -4.395  -11.926  0.3059
H  -3.761  -4.499  -11.222  0.3116
Cl  -2.406  -5.449  -0.589  -0.1463
C  -3.150  -5.856  0.978  -0.4312
C  -3.149  -4.688  1.929  -0.5677
Cl  -1.500  -4.241  2.443  -0.1344
H  -2.604  -6.701  1.389  0.3292
H  -4.178  -6.156  0.778  0.2918
H  -3.707  -4.951  2.826  0.3771
H  -3.596  -3.807  1.474  0.3076
Cl  4.874  -0.500  11.064  -0.2053
C  4.597  1.182  10.530  0.6343
C  4.670  2.164  11.669  -0.5290
Cl  3.308  1.985  12.809  -0.2090
H  3.629  1.219  10.039  -0.0848
H  5.367  1.408  9.798  -0.2527
H  4.620  3.175  11.269  0.3314
H  5.588  2.045  12.238  0.4151
Cl  -0.317  1.166  9.514  -0.2254
C  0.401  2.723  10.019  0.2093
C  -0.599  3.613  10.707  -0.4603
Cl  -1.865  4.200  9.594  -0.2084
H  0.821  3.190  9.132  0.2032
H  1.211  2.488  10.708  -0.1674
H  -0.087  4.491  11.098  0.3245
H  -1.099  3.096  11.522  0.3440
Cl  1.211  1.514  -9.694  -0.1843
C  2.268  1.484  -8.260  -0.5031
C  2.597  0.073  -7.841  -0.4916
Cl  1.159  -0.785  -7.227  -0.1151
H  1.750  2.013  -7.464  0.3221
H  3.180  2.019  -8.515  0.3390
H  3.328  0.093  -7.034  0.2891
H  2.994  -0.503  -8.673  0.3323
Cl  -0.598  1.626  2.971  -0.1233
C  -0.344  3.321  2.483  -0.5623
C  0.622  3.425  1.333  -0.4393
Cl  2.278  2.959  1.810  -0.1527
H  0.015  3.862  3.355  0.3394
H  -1.313  3.718  2.185  0.3660
H  0.665  4.457  0.988  0.3496
H  0.327  2.781  0.509  0.2677
Cl  -7.181  2.742  -7.349  -0.1744
C  -8.562  1.813  -7.990  -0.4155
C  -8.197  0.375  -8.262  -0.5100
Cl  -7.049  0.222  -9.616  -0.1477
H  -8.901  2.311  -8.894  0.3139
H  -9.350  1.851  -7.240  0.2910
H  -9.091  -0.184  -8.532  0.3445
H  -7.737  -0.084  -7.390  0.2876

3.
The following is a quantum chemistry calculation of the molecule C3H5B, from OMol25.

Spin multiplicity: 1
Highest occupied orbital energy, eV: -9.47
Net charge: 0
E_LUMO, Eh: -0.00475
ΔE to the lowest compared entry with this formula, charge and spin, kcal per mole: 27.7
SMILES: C=C1BC1
Kohn-Sham gap, eV: 9.346

Last column: Mulliken charge in e.
Positions of all 9 atoms, in Å:
B  -0.720  -1.334  0.078  0.1508
C  -0.065  1.297  1.051  -0.5797
C  -0.025  -0.422  -0.991  -0.6759
C  -0.248  0.212  0.335  0.1467
H  -0.388  1.365  2.079  0.2446
H  0.419  2.170  0.638  0.2441
H  1.004  -0.565  -1.306  0.2508
H  -0.604  -0.016  -1.818  0.2406
H  -1.217  -2.610  0.139  -0.0220

4.
The following is a quantum chemistry calculation of a cluster of 5 separate species, C33H32N2O2S in total, from OMol25.

Spin multiplicity: 1
Highest occupied orbital energy, eV: -8.63
Net charge: 0
E_LUMO, Eh: -0.06940
SMILES: O=COCCc1cccc2nsnc12.c1ccccc1.c1ccccc1.c1ccccc1.c1ccccc1
Kohn-Sham gap, eV: 6.738

Last column: Mulliken charge in e.
Positions of all 70 atoms, in Å:
O  -2.576  -3.714  1.488  -0.5062
C  -1.603  -3.439  0.615  0.3387
O  -1.728  -3.402  -0.854  -0.3252
C  -0.432  -3.637  -1.518  -0.5036
C  0.248  -2.255  -2.151  0.4589
C  0.606  -1.296  -0.829  0.1683
C  -0.361  -0.017  -0.484  -0.4913
C  -0.015  0.888  0.854  -0.0756
C  1.307  0.428  1.747  -0.5646
C  2.273  -0.851  1.385  0.4847
N  3.505  -1.415  2.062  -0.4925
S  3.960  -2.832  1.082  0.1849
N  2.799  -2.996  -0.257  -0.2588
C  1.919  -1.773  0.049  0.1895
H  -0.534  -3.138  1.053  0.2188
H  0.364  -4.099  -0.790  0.3688
H  -0.519  -4.382  -2.445  0.3020
H  1.241  -2.502  -2.764  -0.0737
H  -0.551  -1.757  -2.864  -0.2204
H  -1.278  0.194  -1.209  0.2597
H  -0.718  1.787  1.136  0.2023
H  1.570  1.051  2.703  0.3080
C  -0.419  1.330  -5.818  -0.4405
C  -1.207  2.427  -5.474  -0.3569
C  -2.423  2.235  -4.818  -0.4178
C  -2.845  0.945  -4.497  -0.3816
C  -2.054  -0.152  -4.838  -0.4087
C  -0.843  0.039  -5.502  -0.3230
H  0.527  1.480  -6.333  0.3586
H  -0.875  3.433  -5.718  0.3609
H  -3.041  3.090  -4.556  0.3712
H  -3.790  0.795  -3.981  0.3906
H  -2.382  -1.158  -4.586  0.4476
H  -0.230  -0.816  -5.773  0.4078
C  -1.912  6.521  1.958  -0.3327
C  -3.241  6.105  2.016  -0.3782
C  -3.551  4.814  2.444  -0.4731
C  -2.530  3.942  2.824  -0.3000
C  -1.201  4.359  2.769  -0.2145
C  -0.891  5.647  2.333  -0.6888
H  -1.671  7.526  1.622  0.3615
H  -4.037  6.787  1.727  0.3594
H  -4.587  4.488  2.483  0.3620
H  -2.772  2.937  3.162  0.3728
H  -0.406  3.680  3.067  0.5778
H  0.146  5.970  2.285  0.3617
C  3.087  -5.426  -3.135  -0.1042
C  2.805  -4.700  -4.292  -0.4248
C  2.510  -5.367  -5.481  -0.4158
C  2.488  -6.762  -5.510  -0.4144
C  2.766  -7.488  -4.353  -0.3384
C  3.070  -6.821  -3.166  -0.5236
H  3.319  -4.906  -2.210  0.3454
H  2.815  -3.613  -4.267  0.4217
H  2.297  -4.801  -6.383  0.3748
H  2.254  -7.282  -6.435  0.3566
H  2.747  -8.575  -4.375  0.3580
H  3.292  -7.387  -2.266  0.3700
C  -0.204  2.602  6.004  -0.1128
C  0.305  1.646  6.882  -0.5737
C  0.788  2.032  8.132  -0.3474
C  0.754  3.375  8.508  -0.3888
C  0.242  4.331  7.631  -0.4652
C  -0.233  3.946  6.377  -0.2130
H  -0.577  2.301  5.029  0.3287
H  0.325  0.598  6.592  0.3651
H  1.190  1.287  8.813  0.3530
H  1.126  3.676  9.483  0.3491
H  0.214  5.378  7.925  0.3585
H  -0.626  4.692  5.693  0.3521